A gas-phase ion, C3H10N2O (charge -1), computed with wB97M-V/def2-TZVPD.

The geometry in XYZ format:
```
16
Properties=species:S:1:pos:R:3:forces:R:3:lowdin_charge:R:1
N 0.2560 -1.6929 -0.2015 0.477 0.527 -0.833 -0.0114
C 0.3814 -0.2468 0.1620 0.487 -0.712 0.269 -0.4300
C -0.9192 0.2835 0.7968 0.439 0.043 0.249 -0.3085
O -1.7729 -0.7528 1.1976 -0.616 -0.273 -0.295 -0.1081
C 0.8804 0.5393 -1.0315 -0.567 0.495 0.436 -0.5645
N 1.1717 1.9453 -0.7044 -0.137 -0.394 -0.264 -0.0258
H -0.0043 -1.7161 -1.1933 -0.392 -0.006 0.092 0.0099
H 1.2308 -2.0000 -0.3052 -0.170 -0.227 0.386 0.0258
H 1.1774 -0.2243 0.9071 -0.070 0.152 0.148 0.1221
H -1.3959 0.9594 0.0902 -0.295 0.163 -0.120 0.0831
H -0.7198 0.8198 1.7258 0.245 0.346 -0.203 0.1056
H -1.6931 -1.4047 0.4865 -0.013 -0.312 0.326 0.0491
H 0.1811 0.4518 -1.8505 -0.718 -0.021 -0.274 0.0216
H 1.7193 0.0175 -1.4424 1.025 -0.058 0.012 0.0184
H 0.2972 2.4506 -0.8335 0.020 0.116 0.153 0.0183
H 1.7493 2.2856 -1.4644 0.284 0.161 -0.082 -0.0057
```
Positions in Å, forces in eV/Å.

E_tot, eV: -8299.00811
Energy above the lowest of the compared OMol25 structures with the same formula, charge and spin, kcal per mole: 15.12
E_HOMO (alpha / beta), eV: 1.2 / -5.9
Charge: -1
Kohn-Sham gap (alpha / beta), Eh: 0.1096 / 0.3666
2S+1: 2
LUMO (alpha / beta), eV: 4.1 / 4.1